This record from the OMol25 dataset describes a molecular structure, C32H39F2N4SiY at a distorted geometry. The level of theory is ωB97M-V with the def2-TZVPD basis set.

Geometry (Å):
Y: 1.05717 0.46108 -0.32312
C: -3.25695 0.97378 -2.00272
C: -3.45476 -0.16000 -2.78091
C: -2.60370 -1.18883 -2.67160
C: -1.47101 -1.08421 -1.80860
N: -1.21910 0.09449 -1.16481
C: -2.15596 1.07474 -1.20393
C: -0.45327 -2.13801 -1.68734
C: -0.83698 -3.44482 -1.93842
C: 0.00615 -4.50641 -1.80650
C: 1.26375 -4.27095 -1.36089
C: 1.68630 -2.97281 -1.13125
C: 0.85603 -1.85355 -1.22073
H: -3.97449 1.76286 -2.16441
H: -4.30654 -0.23519 -3.44111
H: -2.75604 -2.14284 -3.18799
H: -1.99113 1.87828 -0.49562
H: -1.88258 -3.64829 -2.16428
H: -0.37933 -5.52577 -1.98852
H: 2.00547 -5.07754 -1.31116
H: 2.69959 -2.75290 -0.81166
C: 1.02125 -2.12996 -5.36241
C: 2.14994 -1.87762 -4.60232
C: 2.22147 -0.76225 -3.74453
C: 1.16764 0.11939 -3.83404
C: 0.04819 -0.13100 -4.56622
C: -0.05302 -1.25922 -5.36140
N: 1.11047 1.15159 -2.81891
N: 0.77491 2.29125 -3.23507
C: 0.48791 3.14652 -2.15863
C: -0.07537 4.34756 -2.59756
C: -0.44933 5.29733 -1.65965
C: -0.15046 5.03978 -0.33751
C: 0.31040 3.76892 0.02093
N: 0.60171 2.82300 -0.86774
H: 0.99322 -3.04993 -5.97581
H: 2.96316 -2.61005 -4.66831
H: 2.98776 -0.61279 -3.00502
H: -0.82569 0.53752 -4.40760
H: -0.99534 -1.45100 -5.87641
H: -0.20359 4.46462 -3.63832
H: -0.85034 6.26520 -1.96827
H: -0.38448 5.74055 0.44028
H: 0.55318 3.48810 1.04035
F: 2.96868 -0.34811 0.73254
C: 3.39101 0.48140 -0.56583
F: 4.16008 1.41246 0.07594
H: 4.15858 -0.19218 -1.02636
C: -1.67833 1.71456 2.64559
Si: -0.19460 0.50777 2.45603
C: 0.93920 1.01341 3.85521
C: 1.70528 2.28229 3.43939
C: 0.20730 1.29651 5.19019
C: 1.94587 -0.07324 4.10108
C: -0.97205 -1.28799 2.83923
C: -1.17444 -1.69571 4.29069
C: -2.40511 -1.35548 2.14685
C: -0.14594 -2.41419 2.22412
H: -2.06215 1.68100 3.60770
H: -2.50978 1.34006 1.98934
H: -1.48112 2.74783 2.42923
H: 1.04158 3.08353 3.13099
H: 2.39988 2.08030 2.55771
H: 2.26556 2.72411 4.28830
H: -0.49201 2.11668 5.23350
H: 0.96444 1.46658 5.96557
H: -0.32985 0.39928 5.54462
H: 2.62037 -0.22193 3.23251
H: 1.51478 -1.02188 4.33403
H: 2.64215 0.15746 4.88544
H: -1.56305 -0.91676 4.96359
H: -0.22482 -1.97345 4.73416
H: -1.78699 -2.58739 4.34172
H: -3.08360 -0.65903 2.65625
H: -2.79979 -2.37587 2.20679
H: -2.38099 -1.05694 1.07301
H: 0.83393 -2.54246 2.74642
H: 0.00920 -2.27901 1.15117
H: -0.71950 -3.34424 2.37301

Computed properties:
Multiplicity = 1
Gap between HOMO and LUMO = 4.7 eV
LUMO level = -1.705 eV
ΔE to the lowest compared entry with this formula, charge and spin = 0.0 kJ/mol
DFT total energy = -54131.2148 eV
HOMO energy = -6.420 eV
Net charge = 0
Maximum force = 2.67 eV/A

These are the Mulliken partial charges, in e, on atoms 1 to 4: number 1, Y, carries -1.241; number 2, C, carries -1.151; number 3, C, carries -0.864; number 4, C, carries -1.086

=====

This record from the OMol25 dataset describes a molecular structure, C32H40BN8NiSSeTe at a distorted geometry. The level of theory is ωB97M-V with the def2-TZVPD basis set.

Geometry (Å):
Ni: -0.64262 -0.90285 0.77368
C: -3.16970 -2.67741 3.10182
C: -3.21873 -2.80470 1.61161
C: -4.17571 -3.51864 0.86727
C: -3.83591 -3.30506 -0.45222
C: -4.50450 -3.81172 -1.68864
N: -2.74363 -2.51614 -0.46838
N: -2.35773 -2.21210 0.80094
B: -2.02800 -1.91231 -1.71953
N: -0.54530 -2.38497 -1.70679
N: 0.13216 -2.45434 -0.52340
C: 1.15277 -3.27473 -0.71514
C: 2.06354 -3.73617 0.37473
C: 1.17228 -3.71789 -2.05314
C: 0.07323 -3.13573 -2.64296
C: -0.39975 -3.24936 -4.05572
N: -2.17553 -0.36992 -1.64046
N: -2.08529 0.23613 -0.43572
C: -2.46239 1.49137 -0.59899
C: -2.48348 2.44347 0.55077
C: -2.79240 1.72105 -1.94918
C: -2.59625 0.50560 -2.57652
C: -2.75750 0.14733 -4.01735
H: -4.06619 -3.12151 3.53393
H: -3.11690 -1.63068 3.40515
H: -2.30173 -3.18608 3.52359
H: -5.00021 -4.10259 1.24466
H: -5.35333 -4.43471 -1.40837
H: -3.82056 -4.40943 -2.29337
H: -4.86375 -2.99229 -2.31263
H: -2.55952 -2.31131 -2.71867
H: 1.69923 -3.41224 1.34528
H: 3.07471 -3.34637 0.24762
H: 2.11684 -4.82765 0.35697
H: 1.88734 -4.38177 -2.51291
H: 0.26919 -3.91116 -4.60479
H: -0.40294 -2.27686 -4.55104
H: -1.41131 -3.65300 -4.11310
H: -2.50598 1.87981 1.48342
H: -3.36182 3.08954 0.50422
H: -1.59238 3.07703 0.55097
H: -3.12532 2.64182 -2.40222
H: -3.14685 1.00517 -4.56431
H: -3.44411 -0.69048 -4.14912
H: -1.80136 -0.13755 -4.46048
Se: 2.39650 -0.59319 1.73750
C: 4.17242 -0.78165 1.06766
C: 5.20809 -1.18369 1.91628
C: 6.47143 -1.40885 1.39781
N: 6.79319 -1.26128 0.11052
C: 5.79945 -0.87876 -0.69440
C: 4.49795 -0.64139 -0.28056
H: 5.01817 -1.32313 2.97298
H: 7.27949 -1.72761 2.05070
H: 6.06089 -0.75957 -1.74191
H: 3.74099 -0.34222 -0.99443
C: 1.88636 7.44335 0.30728
C: 1.61629 5.96283 0.21223
C: 1.50515 5.32543 -1.01598
C: 1.27780 3.95576 -1.11531
C: 1.14430 3.34066 -2.48413
C: 1.17286 3.17848 0.05230
Te: 1.06639 1.03088 -0.15379
C: 1.25526 3.81570 1.29858
C: 1.11586 3.07930 2.60688
C: 1.47138 5.19166 1.35477
H: 1.97806 7.88775 -0.68421
H: 2.81280 7.63653 0.85261
H: 1.08167 7.95784 0.83751
H: 1.60424 5.90887 -1.92710
H: 1.16544 4.11091 -3.25755
H: 0.20941 2.78149 -2.56847
H: 1.95372 2.63198 -2.67227
H: 1.06198 2.00420 2.45847
H: 0.21270 3.40474 3.13317
H: 1.96910 3.28189 3.25799
H: 1.54069 5.66886 2.32975
S: 0.06851 -1.41286 5.29276
C: -0.56610 0.14950 4.99792
C: -0.78476 0.30718 3.67171
N: -0.46774 -0.78089 2.89120
C: -0.00119 -1.74435 3.61979
H: -0.70295 0.86183 5.79390
H: -1.18066 1.19483 3.20441
H: 0.30220 -2.70159 3.22196

Computed properties:
Multiplicity = 3
Gap between HOMO and LUMO (alpha / beta) = 5.0 / 5.8 eV
LUMO level (alpha / beta) = 2.272 / 2.260 eV
ΔE to the lowest compared entry with this formula, charge and spin = 43.0 kJ/mol
DFT total energy = -170952.7709 eV
HOMO energy (alpha / beta) = -2.702 / -3.514 eV
Net charge = -1
Maximum force = 1.17 eV/A

These are the Mulliken partial charges, in e, on atoms 1 to 4: number 1, Ni, carries 0.489; number 2, C, carries -1.224; number 3, C, carries 0.621; number 4, C, carries -1.454

=====

This record from the OMol25 dataset describes 8 unconnected molecules or ions with the total composition C32H40F24O16 at a distorted geometry. The level of theory is ωB97M-V with the def2-TZVPD basis set.

Geometry (Å):
C: 0.93422 2.04543 -8.17921
C: -0.62557 1.95698 -8.20847
O: -1.20084 1.02224 -7.34888
C: -1.02522 1.16589 -6.05329
O: -0.37313 2.07770 -5.44494
C: -1.64032 -0.00118 -5.21391
F: -0.66274 -0.76371 -4.71230
F: -2.39946 0.41280 -4.13771
F: -2.34532 -0.86975 -5.99310
H: 1.47223 1.10032 -8.25275
H: 1.26605 2.55439 -7.27425
H: 1.27785 2.70427 -8.97667
H: -0.86964 1.86284 -9.26662
H: -1.05309 2.94395 -8.03180
C: 1.99730 3.17747 -3.29922
C: 2.34281 4.40809 -2.46549
O: 3.73963 4.62623 -2.43194
C: 4.53796 4.43072 -1.29817
O: 4.08779 4.12158 -0.18345
C: 6.04434 4.59093 -1.53787
F: 6.43868 4.73913 -2.79201
F: 6.56211 5.50574 -0.73775
F: 6.44318 3.42283 -1.13636
H: 0.91636 3.04736 -3.35170
H: 2.51062 2.29525 -2.91676
H: 2.45357 3.24949 -4.28650
H: 1.80665 4.34161 -1.51881
H: 1.87051 5.30807 -2.85926
C: -3.76298 -8.77920 -4.10161
C: -3.51326 -7.37857 -4.57116
O: -2.89265 -6.63375 -3.55863
C: -1.48477 -6.33234 -3.59954
O: -0.77061 -6.56500 -4.60446
C: -1.02126 -5.30862 -2.53850
F: -1.56983 -5.56801 -1.33708
F: 0.22220 -5.50390 -2.44959
F: -1.32588 -4.06404 -3.01231
H: -4.71418 -8.95341 -3.59864
H: -2.93211 -9.27257 -3.59729
H: -3.92106 -9.31325 -5.03858
H: -4.44045 -6.89108 -4.87243
H: -2.87672 -7.35772 -5.45574
C: 2.69469 1.61096 1.49587
C: 2.65970 1.02379 0.11846
O: 1.34202 0.82544 -0.37107
C: 0.90175 -0.41668 -0.64533
O: 1.62665 -1.41910 -0.57275
C: -0.56683 -0.55572 -1.03609
F: -0.80967 -1.53513 -1.90598
F: -1.31058 -0.83464 0.01160
F: -1.06337 0.54955 -1.54891
H: 2.15322 2.54688 1.63357
H: 3.75155 1.72151 1.73863
H: 2.22122 1.03410 2.29033
H: 3.29372 0.14953 -0.02909
H: 3.10049 1.70841 -0.60617
C: 0.54489 -5.21638 1.14220
C: -0.89303 -4.63871 1.40121
O: -1.17387 -4.52111 2.80496
C: -2.24285 -3.75966 3.28682
O: -2.96256 -3.18753 2.54751
C: -2.54545 -3.74011 4.80064
F: -1.91614 -2.84593 5.43511
F: -3.82627 -3.55715 5.07006
F: -2.15374 -4.88531 5.33209
H: 0.95675 -5.06120 0.14501
H: 0.58610 -6.29083 1.32095
H: 1.30647 -4.81436 1.81039
H: -1.61814 -5.30721 0.93706
H: -0.94750 -3.61889 1.02030
C: -5.30410 -2.20283 -2.00016
C: -4.52499 -2.16576 -0.72523
O: -5.21996 -2.30324 0.43750
C: -6.10270 -1.36976 0.87384
O: -6.47225 -0.41682 0.22155
C: -6.79182 -1.70915 2.21838
F: -8.03684 -2.04026 1.85530
F: -6.12817 -2.61528 2.92308
F: -6.88408 -0.60885 2.99475
H: -5.80207 -1.24711 -2.16362
H: -6.10937 -2.93410 -1.93046
H: -4.67492 -2.47986 -2.84602
H: -3.99174 -1.22051 -0.62398
H: -3.90499 -3.06204 -0.70562
C: 5.51100 4.39674 7.51165
C: 5.38575 3.23406 6.45811
O: 6.08741 3.51258 5.21682
C: 6.00782 2.52777 4.26178
O: 5.24973 1.53605 4.32470
C: 6.84408 2.81273 2.93697
F: 7.90543 1.99284 2.87330
F: 6.12465 2.50295 1.85028
F: 7.34934 4.09364 2.79189
H: 6.57929 4.58442 7.61957
H: 4.99294 4.35058 8.46955
H: 5.05777 5.32316 7.15890
H: 4.35518 3.10405 6.12775
H: 5.75815 2.33042 6.94065
C: -0.94076 2.51223 3.35191
C: -0.05110 3.32248 4.32048
O: -0.65104 4.08133 5.45889
C: -1.56048 5.10037 5.28718
O: -2.04704 5.38765 4.19342
C: -1.98404 5.82857 6.55281
F: -3.15970 6.51548 6.22653
F: -2.26664 4.90217 7.49912
F: -0.96977 6.61085 6.96538
H: -0.27483 1.86442 2.78186
H: -1.35119 3.16782 2.58388
H: -1.74707 1.90609 3.76489
H: 0.70776 3.91302 3.80717
H: 0.42315 2.44134 4.75266

Computed properties:
Multiplicity = 1
Gap between HOMO and LUMO = 11.1 eV
LUMO level = 0.305 eV
ΔE to the lowest compared entry with this formula, charge and spin = 548.4 kJ/mol
DFT total energy = -131809.7321 eV
HOMO energy = -10.757 eV
SMILES = CCOC(=O)C(F)(F)F.CCOC(=O)C(F)(F)F.CCOC(=O)C(F)(F)F.CCOC(=O)C(F)(F)F.CCOC(=O)C(F)(F)F.CCOC(=O)C(F)(F)F.CCOC(=O)C(F)(F)F.CCOC(=O)C(F)(F)F
Net charge = 0
Maximum force = 5.98 eV/A

These are the Mulliken partial charges, in e, on atoms 1 to 4: number 1, C, carries -0.966; number 2, C, carries -0.278; number 3, O, carries -0.252; number 4, C, carries 0.255